23
Properties=species:S:1:pos:R:3:forces:R:3:mulliken_charge:R:1 method="wB97M-V/def2-TZVPD" e_above_lowest_kj_mol=237.64 homo_lumo_gap_ev=9.906 smiles=Cc1ccccc1.CC spin_multiplicity=1 energy_ev=-9557.719
C -1.202660 -1.902756 -3.244328 -3.571 1.416 -0.142 -1.3260
C -0.670972 -1.035584 -2.126186 -0.387 -0.925 1.358 0.8349
C -0.593643 -1.429997 -0.720833 -0.943 -1.397 -2.615 -0.6224
C -0.017596 -0.625537 0.223834 0.312 0.779 -0.770 0.0090
C 0.477807 0.618078 -0.170304 0.357 0.280 -2.387 -0.3366
C 0.500306 0.925608 -1.553081 0.259 1.230 -0.613 -0.7984
C -0.098476 0.132277 -2.550256 0.374 -0.090 2.605 -0.6308
H -1.724291 -1.278499 -4.101691 1.172 -0.821 1.764 0.2963
H -2.052988 -2.568754 -2.924675 1.332 0.107 -0.244 0.3586
H -0.372700 -2.344871 -3.694507 1.021 -1.470 -0.774 0.3260
H -0.978901 -2.462989 -0.493728 0.442 1.244 -0.004 0.2685
H 0.171270 -0.957008 1.210018 -0.281 -0.338 0.852 0.3288
H 0.902746 1.353548 0.504016 0.141 -0.632 -0.605 0.5827
H 1.003725 1.835004 -1.969185 -0.459 -0.590 0.998 0.2543
H -0.145709 0.316410 -3.594778 0.335 0.730 -0.619 0.3899
C 0.384168 1.922816 2.919985 2.021 -4.013 -2.433 -0.6196
C 0.862736 0.492254 3.525922 -2.578 0.767 -7.114 -0.8399
H 0.806057 2.576630 3.619745 0.418 1.965 -0.034 0.3938
H 0.699315 1.794473 1.792577 0.427 1.640 3.129 -0.0732
H -0.628179 1.978685 2.673765 -2.042 0.314 0.924 0.3428
H 0.727447 0.515191 4.491358 -0.132 -0.209 5.247 0.4753
H 1.863135 0.376047 3.120743 0.054 -0.587 0.539 0.2725
H 0.087403 -0.231028 3.061589 1.729 0.598 0.939 0.1135